{
  "formula": "C27H22ClN2NiO7PS2",
  "method": "ωB97M-V/def2-TZVPD",
  "species": ["Ni", "C", "O", "C", "C", "C", "C", "C", "C", "N", "N", "C", "O", "C", "C", "C", "C", "C", "C", "C", "O", "H", "H", "H", "H", "H", "H", "H", "H", "H", "H", "H", "H", "O", "Cl", "O", "O", "O", "S", "P", "S", "C", "C", "C", "C", "C", "C", "C", "C", "C", "C", "C", "C", "H", "H", "H", "H", "H", "H", "H", "H", "H", "H"],
  "positions_angstrom": [[0.9012, -0.8999, 0.6686], [4.5012, -1.1963, -1.9984], [4.7762, 0.1647, -1.6666], [3.7170, 1.0334, -1.5941], [3.8283, 2.2137, -2.2935], [2.8955, 3.2465, -2.1503], [1.8684, 3.0825, -1.2542], [1.7228, 1.8870, -0.5346], [0.7332, 1.8450, 0.5182], [0.4838, 0.7919, 1.2013], [-0.4351, 0.8618, 2.2408], [-0.8758, -0.3446, 2.4578], [-0.4406, -1.4047, 1.8507], [-1.9460, -0.5207, 3.4741], [-2.6652, 0.5746, 3.9446], [-3.6664, 0.3900, 4.8849], [-3.9565, -0.8832, 5.3598], [-3.2478, -1.9770, 4.8812], [-2.2490, -1.7969, 3.9355], [2.6028, 0.7929, -0.7364], [2.4930, -0.3439, -0.1100], [4.9170, -1.4004, -2.9905], [3.4412, -1.4153, -2.0000], [4.9926, -1.8343, -1.2631], [4.6832, 2.3209, -2.9510], [2.9937, 4.1591, -2.7234], [1.1498, 3.8763, -1.0895], [0.1889, 2.7483, 0.7856], [-2.4497, 1.5532, 3.5367], [-4.2372, 1.2423, 5.2322], [-4.7458, -1.0241, 6.0893], [-3.4817, -2.9737, 5.2365], [-1.6972, -2.6358, 3.5331], [-0.3278, -3.6713, -1.9019], [0.5715, -2.5906, -1.6448], [1.7512, -2.7215, -2.4501], [0.9624, -2.6711, -0.2052], [-0.0544, -1.3161, -1.8601], [-5.4832, 3.7066, -1.5724], [-3.6376, 3.4607, -0.8715], [-3.2449, 2.2724, 0.6616], [-2.5213, 3.0421, -2.2721], [-2.5382, 3.8398, -3.4165], [-1.6692, 3.5802, -4.4628], [-0.7828, 2.5089, -4.3836], [-0.7755, 1.6995, -3.2598], [-1.6422, 1.9698, -2.2041], [-2.9650, 5.1226, -0.4237], [-1.5910, 5.3489, -0.4276], [-1.0690, 6.5669, -0.0204], [-1.9206, 7.5790, 0.4067], [-3.2913, 7.3613, 0.4149], [-3.8099, 6.1420, -0.0036], [-3.2458, 4.6590, -3.4763], [-1.6829, 4.2106, -5.3452], [-0.0997, 2.3063, -5.2006], [-0.0972, 0.8588, -3.1861], [-1.6403, 1.3436, -1.3192], [-0.9284, 4.5568, -0.7550], [0.0033, 6.7262, -0.0339], [-1.5162, 8.5321, 0.7284], [-3.9623, 8.1468, 0.7446], [-4.8789, 5.9651, -0.0240]],
  "forces_ev_per_angstrom": [[0.47, -0.03, 0.04], [0.00, 0.02, -0.06], [0.00, -0.03, 0.06], [0.03, 0.04, -0.04], [-0.02, -0.01, -0.01], [0.00, -0.01, 0.01], [0.02, -0.01, -0.01], [-0.03, 0.03, 0.02], [0.11, 0.03, 0.03], [-0.26, -0.16, 0.17], [-0.05, -0.02, -0.08], [0.04, -0.02, 0.02], [-0.12, 0.17, -0.04], [0.01, -0.01, 0.00], [-0.01, 0.01, -0.02], [-0.01, 0.00, 0.00], [0.00, 0.00, 0.00], [0.00, 0.01, 0.00], [0.01, 0.00, 0.01], [0.10, 0.09, 0.28], [-0.19, 0.00, -0.40], [0.01, 0.00, 0.00], [0.01, 0.00, 0.01], [-0.02, -0.01, 0.00], [0.00, 0.00, 0.00], [0.00, 0.00, 0.00], [0.00, 0.01, 0.01], [-0.03, -0.01, -0.01], [0.00, 0.00, 0.01], [0.00, 0.00, 0.00], [0.00, 0.00, 0.00], [0.00, 0.00, 0.00], [0.00, 0.00, 0.00], [0.01, -0.01, 0.02], [-0.18, -0.05, -0.03], [-0.01, -0.07, 0.02], [0.13, 0.04, 0.02], [0.04, -0.09, -0.04], [-0.01, 0.01, 0.01], [0.03, 0.04, 0.03], [-0.06, 0.05, -0.03], [-0.03, 0.00, -0.01], [0.01, -0.01, 0.01], [0.00, -0.01, 0.00], [0.00, 0.01, -0.01], [0.00, -0.01, 0.02], [0.02, -0.01, -0.02], [-0.01, -0.01, 0.00], [0.00, 0.00, 0.03], [0.00, 0.00, 0.00], [0.00, 0.00, 0.00], [0.00, 0.00, 0.00], [0.00, 0.02, -0.03], [0.00, 0.00, 0.00], [0.00, 0.00, 0.00], [0.00, 0.00, 0.00], [0.00, -0.01, 0.00], [-0.01, 0.01, 0.01], [0.00, -0.01, -0.01], [0.00, 0.00, 0.00], [0.00, 0.00, 0.00], [0.00, 0.00, 0.00], [0.00, 0.00, 0.00]],
  "lowdin_charge": [0.564, -0.069, -0.100, -0.222, -0.025, -0.109, -0.066, -0.135, -0.038, -0.055, 0.097, -0.438, -0.081, -0.139, -0.041, -0.088, -0.115, -0.102, -0.028, -0.252, -0.097, 0.083, 0.049, 0.088, 0.108, 0.089, 0.093, 0.127, 0.081, 0.096, 0.088, 0.090, 0.111, -0.321, 0.706, -0.335, -0.380, -0.328, 0.048, -0.081, 0.153, -0.396, -0.120, -0.107, -0.104, -0.082, -0.107, -0.382, -0.097, -0.100, -0.123, -0.110, -0.119, 0.088, 0.087, 0.091, 0.090, 0.057, 0.079, 0.093, 0.085, 0.088, 0.061],
  "gap_ev": 6.94,
  "total_charge": -2
}

***

{
  "formula": "C27H22F3N5PbS4",
  "method": "ωB97M-V/def2-TZVPD",
  "species": ["Pb", "C", "C", "N", "C", "S", "N", "N", "C", "C", "C", "C", "C", "C", "C", "N", "H", "H", "H", "H", "H", "H", "H", "H", "H", "H", "H", "H", "H", "S", "C", "S", "S", "N", "C", "C", "C", "C", "C", "C", "C", "H", "H", "H", "H", "H", "F", "C", "F", "F", "C", "C", "C", "C", "C", "C", "C", "C", "H", "H", "H", "H"],
  "positions_angstrom": [[0.4817, 0.2477, 0.9425], [3.2509, 3.8695, -4.2426], [3.9378, 2.7724, -3.4313], [3.5606, 2.7491, -2.0366], [2.3101, 2.3558, -1.6073], [1.9262, 2.7836, 0.0195], [1.6020, 1.7165, -2.5168], [0.3741, 1.3406, -2.0620], [-0.4117, 0.7848, -2.9063], [-0.0454, 0.5130, -4.3415], [-1.7639, 0.4145, -2.4115], [-2.7049, -0.1975, -3.2442], [-3.9852, -0.4300, -2.7623], [-4.2937, -0.0679, -1.4642], [-3.2805, 0.4824, -0.6830], [-2.0600, 0.7209, -1.1412], [3.5540, 3.8294, -5.2933], [2.1705, 3.7381, -4.1832], [3.5022, 4.8573, -3.8487], [3.7003, 1.8002, -3.8641], [5.0234, 2.8989, -3.4736], [4.0237, 3.3705, -1.3972], [0.8002, 1.1397, -4.6134], [0.2548, -0.5313, -4.4764], [-0.8805, 0.7127, -5.0156], [-2.4415, -0.4864, -4.2526], [-4.7302, -0.8989, -3.3957], [-5.2756, -0.2352, -1.0418], [-3.4603, 0.7395, 0.3576], [-3.8547, -0.0296, 3.0024], [-2.2049, 0.0181, 2.6298], [-1.4154, 1.5260, 2.2965], [-1.2616, -1.4211, 2.5148], [-0.6683, -3.2793, -1.1523], [-1.7970, -3.2710, -0.9316], [-3.2217, -3.2980, -0.7056], [-3.7672, -2.7992, 0.4754], [-5.1440, -2.8223, 0.6434], [-5.9664, -3.3338, -0.3496], [-5.4166, -3.8298, -1.5268], [-4.0444, -3.8131, -1.7072], [-3.1281, -2.3715, 1.2429], [-5.5582, -2.4082, 1.5538], [-7.0417, -3.3396, -0.2135], [-6.0578, -4.2223, -2.3067], [-3.6013, -4.1806, -2.6239], [8.1198, -0.1813, 7.2854], [6.9121, -0.6713, 7.6633], [6.6175, -0.0838, 8.8409], [7.1318, -1.9823, 7.9370], [5.8627, -0.4692, 6.6277], [4.7050, 0.2499, 6.8968], [3.7475, 0.4177, 5.9124], [3.9179, -0.1277, 4.6315], [5.0964, -0.8529, 4.3825], [6.0523, -1.0194, 5.3626], [2.9321, 0.0397, 3.6221], [2.0742, 0.1991, 2.7666], [4.5508, 0.6778, 7.8786], [2.8425, 0.9732, 6.1184], [5.2390, -1.2798, 3.3991], [6.9540, -1.5819, 5.1502]],
  "forces_ev_per_angstrom": [[0.10, 0.00, -0.13], [-0.01, 0.01, 0.03], [0.02, -0.01, -0.01], [-0.08, -0.01, -0.06], [0.04, 0.01, 0.08], [0.03, -0.02, 0.01], [-0.05, -0.04, 0.01], [0.01, 0.08, -0.02], [-0.01, -0.06, -0.02], [0.00, -0.01, 0.00], [0.00, 0.04, 0.04], [0.00, -0.01, 0.00], [0.01, 0.00, 0.01], [0.01, -0.02, 0.00], [0.00, 0.04, -0.02], [0.04, -0.05, -0.01], [0.00, -0.01, 0.01], [0.01, 0.01, -0.01], [-0.01, -0.01, -0.01], [0.00, 0.00, 0.01], [0.01, -0.01, -0.01], [0.02, 0.01, 0.03], [0.00, 0.00, 0.00], [-0.03, 0.00, 0.00], [0.02, 0.02, 0.00], [-0.01, 0.00, 0.01], [0.00, 0.00, -0.01], [0.00, -0.01, 0.00], [0.01, -0.01, -0.04], [-0.01, 0.04, 0.05], [-0.04, -0.22, 0.00], [-0.07, 0.03, 0.04], [0.01, 0.15, 0.06], [-0.07, -0.06, -0.04], [0.03, 0.04, 0.04], [-0.02, 0.03, 0.06], [0.00, 0.02, -0.07], [-0.06, -0.01, 0.00], [0.02, -0.01, 0.01], [0.01, 0.00, -0.01], [-0.01, 0.00, -0.03], [0.03, -0.02, -0.01], [0.04, 0.01, 0.01], [0.00, 0.00, 0.00], [0.00, 0.00, 0.00], [0.00, 0.00, 0.00], [0.02, 0.00, 0.02], [-0.01, 0.00, -0.01], [0.01, -0.01, 0.00], [0.01, 0.01, 0.01], [-0.03, 0.02, 0.00], [0.00, 0.00, 0.00], [-0.01, 0.00, 0.01], [-0.01, -0.02, 0.02], [0.00, 0.01, -0.01], [0.01, -0.02, -0.01], [0.02, 0.03, 0.00], [-0.03, 0.02, -0.02], [0.00, 0.00, -0.01], [0.01, 0.00, -0.01], [0.00, 0.00, 0.00], [0.00, 0.00, 0.00]],
  "lowdin_charge": [0.706, -0.110, -0.288, -0.068, -0.882, 0.420, -0.032, -0.012, -0.300, -0.056, -0.232, -0.042, -0.099, -0.079, -0.135, 0.112, 0.057, 0.058, 0.062, 0.096, 0.099, 0.078, 0.048, 0.081, 0.057, 0.087, 0.095, 0.097, 0.045, 0.314, -1.865, 0.307, 0.307, 0.167, -0.182, -0.227, -0.043, -0.078, -0.098, -0.105, -0.060, 0.008, 0.091, 0.094, 0.092, 0.111, 0.112, -0.576, 0.114, 0.113, -0.161, -0.027, -0.022, -0.257, -0.026, -0.033, -0.181, -0.206, 0.109, 0.117, 0.114, 0.115],
  "gap_ev": 5.86,
  "total_charge": -2
}

***

In kJ/mol, the energy above the lowest of the compared OMol25 structures with the same formula, charge and spin values for the records above are, in order, 0.0, 0.0.
In eV, the LUMO values for the records above are, in order, 4.5836, 4.2155.
In eV, the E values for the records above are, in order, -130191.1311, -92549.1301.